A cluster of 2 separate species, C3H8N3O in total at a distorted geometry, computed with ωB97M-V with the def2-TZVPD basis set.

Structure (XYZ):
```
15
Properties=species:S:1:pos:R:3:nbo_charge:R:1
C 0.12 -1.06 -1.29 0.151
C -0.87 0.08 -0.64 -0.338
C 0.26 -1.32 0.85 0.145
N 0.63 -1.78 -0.36 -0.351
N -0.60 -0.29 0.69 -0.061
N -1.29 0.45 1.58 -0.388
O 2.03 1.31 -0.62 -0.995
H 0.39 -1.00 -2.34 0.226
H -0.50 1.13 -0.68 0.248
H -1.89 -0.04 -1.00 0.239
H 0.45 -2.05 1.62 0.258
H -1.33 0.30 2.60 0.442
H -2.03 1.02 1.18 0.423
H 1.89 1.57 -1.50 0.492
H 2.73 1.69 -0.08 0.509
```

Calculated values
HOMO level (spin up / spin down) = -11.84 / -15.06 eV
lowest unoccupied orbital energy (spin up / spin down) = -3.28 / -7.40 eV
charge = +1
energy relative to the best compared isomer or geometry (same formula, charge and spin) = 122.3 kJ/mol
multiplicity = 3
calculated total energy = -358.1841 Eh


A cluster of 2 separate species, C3H8N3O2 in total, computed with ωB97M-V with the def2-TZVPD basis set.

Structure (XYZ):
```
16
Properties=species:S:1:pos:R:3:nbo_charge:R:1
C 0.96 -1.37 -0.72 -0.411
N 1.57 -1.69 0.57 -0.611
C 1.37 -0.93 1.66 0.279
N 1.85 -1.25 2.81 -0.807
H -0.03 -1.80 -0.83 0.194
H 0.86 -0.29 -0.79 0.263
H 1.60 -1.73 -1.53 0.173
H 2.06 -2.55 0.72 0.375
H 0.75 -0.05 1.46 0.204
H 1.60 -0.54 3.49 0.326
N -2.44 2.13 -1.23 -0.915
C -1.35 1.24 -1.02 0.862
O -0.84 1.27 0.13 -0.836
O -1.03 0.52 -1.99 -0.815
H -2.49 2.88 -0.56 0.361
H -2.63 2.37 -2.19 0.359
```

Calculated values
HOMO level = -4.35 eV
lowest unoccupied orbital energy = 4.17 eV
charge = -1
energy relative to the best compared isomer or geometry (same formula, charge and spin) = 18.3 kJ/mol
multiplicity = 1
calculated total energy = -433.9409 Eh


A cluster of 2 separate species, C3H8N3O2 in total at a distorted geometry, computed with ωB97M-V with the def2-TZVPD basis set.

Structure (XYZ):
```
16
Properties=species:S:1:pos:R:3:nbo_charge:R:1
C 1.95 0.00 0.30 0.286
C -2.39 -0.16 0.53 0.981
C -2.66 1.06 -0.08 -0.865
N 1.57 -1.11 -0.22 -0.404
N 3.12 0.14 0.94 -0.759
N 0.41 -1.12 -1.00 -0.062
O -2.38 -1.03 1.27 -0.285
O -0.53 -0.18 -0.88 -0.715
H 1.31 0.94 0.04 0.192
H -2.26 1.92 0.62 0.342
H -3.68 1.29 -0.31 0.323
H -1.87 1.12 -0.91 0.376
H 3.16 1.08 1.46 0.416
H 3.44 -0.67 1.36 0.410
H 0.81 -1.24 -2.08 0.374
H 0.00 -2.03 -1.03 0.390
```

Calculated values
HOMO level = -13.26 eV
lowest unoccupied orbital energy = -4.35 eV
charge = +1
energy relative to the best compared isomer or geometry (same formula, charge and spin) = 465.7 kJ/mol
multiplicity = 1
calculated total energy = -433.4464 Eh


An isolated molecule of C3H8N3P at a distorted geometry, computed with ωB97M-V with the def2-TZVPD basis set.

Structure (XYZ):
```
15
Properties=species:S:1:pos:R:3:nbo_charge:R:1
N 1.38 -1.56 -0.18 -1.145
P 1.53 0.09 0.58 1.219
N 2.76 0.71 -0.42 -1.136
N 0.29 0.99 -0.14 -0.735
C -1.06 0.75 0.26 0.340
C -2.46 0.97 -0.15 -0.469
C -2.05 -0.43 0.33 -0.495
H 0.61 -2.08 0.22 0.377
H 2.24 -2.02 -0.06 0.366
H 3.48 0.12 -0.58 0.367
H 3.19 1.54 0.03 0.383
H -2.95 1.65 0.46 0.234
H -2.55 1.10 -1.21 0.234
H -1.95 -1.19 -0.41 0.235
H -2.45 -0.65 1.26 0.225
```

Calculated values
HOMO level (spin up / spin down) = -7.72 / -7.72 eV
lowest unoccupied orbital energy (spin up / spin down) = -0.01 / -0.01 eV
charge = 0
energy relative to the best compared isomer or geometry (same formula, charge and spin) = 105.0 kJ/mol
SMILES string = NP(N)N=C1CC1
multiplicity = 1
calculated total energy = -624.6281 Eh


The ion C3H8N3S with charge +1 at a distorted geometry, computed with ωB97M-V with the def2-TZVPD basis set.

Structure (XYZ):
```
15
Properties=species:S:1:pos:R:3:nbo_charge:R:1
C 1.15 -0.61 0.08 0.326
C 0.13 1.74 -0.21 -0.706
C -1.25 0.03 -0.40 0.264
N -0.15 -0.96 -0.14 -0.602
N 2.07 -1.53 0.11 -0.749
N -2.20 0.15 0.54 -0.779
S 1.62 0.98 0.39 0.411
H 0.27 2.17 -1.19 0.231
H -0.21 2.31 0.63 0.219
H -1.35 0.39 -1.45 0.257
H -0.36 -1.82 -0.50 0.414
H 1.91 -2.54 -0.02 0.424
H 3.15 -1.48 0.21 0.462
H -1.89 0.17 1.48 0.401
H -2.89 0.99 0.46 0.427
```

Calculated values
HOMO level = -12.51 eV
lowest unoccupied orbital energy = -3.30 eV
charge = +1
energy relative to the best compared isomer or geometry (same formula, charge and spin) = 178.2 kJ/mol
multiplicity = 1
calculated total energy = -681.2464 Eh


A cluster of 2 separate species, C3H8N3S in total at a distorted geometry, computed with ωB97M-V with the def2-TZVPD basis set.

Structure (XYZ):
```
15
Properties=species:S:1:pos:R:3:nbo_charge:R:1
C 2.08 0.48 0.68 -0.345
C 0.20 -0.60 -0.40 0.101
C -1.67 1.17 0.87 -0.470
N 1.41 1.24 -0.25 -0.096
N 0.46 0.65 -0.78 -0.203
N -0.70 -1.46 -1.26 -0.746
S 1.32 -1.30 0.78 0.294
H 3.22 0.50 0.47 0.278
H 1.93 0.82 1.66 0.249
H -2.25 1.09 -0.06 0.169
H -0.94 1.95 1.13 0.196
H -2.01 0.58 1.61 0.159
H -1.56 -1.98 -0.80 0.467
H -0.16 -2.25 -1.76 0.470
H -1.31 -0.89 -1.90 0.475
```

Calculated values
HOMO level (spin up / spin down) = -12.60 / -12.43 eV
lowest unoccupied orbital energy (spin up / spin down) = -4.25 / -5.67 eV
charge = +1
energy relative to the best compared isomer or geometry (same formula, charge and spin) = 555.3 kJ/mol
multiplicity = 1
calculated total energy = -681.1028 Eh


The ion C3H8N3S with charge +1 at a distorted geometry, computed with ωB97M-V with the def2-TZVPD basis set.

Structure (XYZ):
```
15
Properties=species:S:1:pos:R:3:nbo_charge:R:1
C 2.40 -0.92 -0.46 -0.451
N 0.97 -0.67 -0.52 -0.181
N 0.39 0.39 -0.11 -0.086
C -0.80 0.75 0.19 0.423
N -1.30 1.93 -0.12 -0.709
C -1.76 -0.25 0.89 -0.643
S -2.53 -0.91 -0.54 0.100
H 2.59 -1.95 -0.36 0.245
H 2.87 -0.65 -1.56 0.259
H 2.89 -0.45 0.41 0.256
H 0.47 -1.52 -0.85 0.418
H -2.05 2.35 0.42 0.435
H -0.60 2.53 -0.60 0.429
H -1.24 -1.03 1.63 0.256
H -2.31 0.41 1.59 0.249
```

Calculated values
HOMO level (spin up / spin down) = -12.76 / -12.90 eV
lowest unoccupied orbital energy (spin up / spin down) = -6.96 / -6.97 eV
charge = +1
energy relative to the best compared isomer or geometry (same formula, charge and spin) = 393.8 kJ/mol
SMILES string = C/[NH+]=N/C(=[NH2+])C[S-]
multiplicity = 1
calculated total energy = -681.1643 Eh


A cluster of 2 separate species, C3H8N3S2 in total at a distorted geometry, computed with ωB97M-V with the def2-TZVPD basis set.

Structure (XYZ):
```
16
Properties=species:S:1:pos:R:3:nbo_charge:R:1
C 0.12 -0.62 1.08 0.773
C -2.00 0.73 -1.07 -0.590
C -1.99 -0.56 -0.35 -0.251
N 2.01 0.41 -0.58 -0.927
N -0.91 -0.58 0.55 -0.276
N 1.18 -0.79 1.78 -0.821
S 3.53 0.81 -0.43 0.897
S 3.86 0.67 1.45 -0.221
H -2.71 0.54 -1.97 0.240
H -2.15 1.63 -0.69 0.229
H -0.97 0.81 -1.58 0.198
H -2.89 -0.85 0.11 0.253
H -1.92 -1.39 -1.11 0.244
H 1.69 0.64 -1.45 0.365
H 0.98 -0.89 2.77 0.444
H 2.17 -0.55 1.51 0.443
```

Calculated values
HOMO level (spin up / spin down) = -13.69 / -13.69 eV
lowest unoccupied orbital energy (spin up / spin down) = -5.61 / -5.61 eV
charge = +1
energy relative to the best compared isomer or geometry (same formula, charge and spin) = 289.7 kJ/mol
multiplicity = 1
calculated total energy = -1079.4037 Eh


A cluster of 2 separate species, C3H8N4 in total at a distorted geometry, computed with ωB97M-V with the def2-TZVPD basis set.

Structure (XYZ):
```
15
Properties=species:S:1:pos:R:3:nbo_charge:R:1
H -2.16 0.21 0.83 0.353
N -1.77 -0.61 0.37 -0.644
C -0.54 -0.70 0.14 0.474
C -0.11 -1.74 -0.84 -0.682
N 0.33 0.67 -0.07 -0.706
C -0.18 1.98 0.25 -0.411
H -0.07 -1.38 -1.87 0.233
H 0.88 -2.10 -0.58 0.215
H -0.81 -2.58 -0.82 0.241
H 1.05 0.68 -0.78 0.381
H 0.64 2.66 0.52 0.201
H -0.87 1.93 1.10 0.191
H -0.77 2.42 -0.56 0.174
N 2.33 -0.29 0.81 0.007
N 2.05 -1.14 1.49 -0.026
```

Calculated values
HOMO level = -8.46 eV
lowest unoccupied orbital energy = 0.83 eV
charge = 0
energy relative to the best compared isomer or geometry (same formula, charge and spin) = 166.9 kJ/mol
SMILES string = [H]/N=C(/C)NC.N#N
multiplicity = 1
calculated total energy = -338.0902 Eh


A structure of composition C3H8N4 at a distorted geometry, computed with ωB97M-V with the def2-TZVPD basis set.

Structure (XYZ):
```
15
Properties=species:S:1:pos:R:3:nbo_charge:R:1
C -0.57 -1.19 -0.34 -0.449
C 0.34 0.80 0.91 0.295
C 0.56 1.28 -1.34 0.271
H -0.49 -2.41 -0.17 0.219
H -1.83 -1.12 -0.62 0.208
H -0.07 -0.86 -1.28 0.250
H 0.75 -1.39 2.61 0.363
H -0.76 -0.08 2.62 0.331
H 0.23 1.28 1.80 0.168
H 1.80 1.62 -1.73 0.110
H 0.39 1.15 -3.14 0.341
N -0.03 -0.54 0.87 -0.297
N -0.23 -1.16 2.11 -0.613
N 0.12 1.65 -0.08 -0.523
N -0.20 0.97 -2.22 -0.674
```

Calculated values
HOMO level = -8.80 eV
lowest unoccupied orbital energy = 0.28 eV
charge = 0
energy relative to the best compared isomer or geometry (same formula, charge and spin) = 673.2 kJ/mol
multiplicity = 1
calculated total energy = -337.8974 Eh